# 1
{
  "formula": "C31H53BrNO3P3Pd",
  "method": "ωB97M-V with the def2-TZVPD basis set",
  "energy_ev": -142011.5537,
  "homo_ev": [-12.4, -12.4],
  "relative_energy_ev": 0.7279,
  "molar_mass_da": 767.0,
  "multiplicity": 3,
  "s2": 2.01,
  "lumo_ev": [-5.3, -9.7],
  "charge": 2,
  "symbols": ["C", "C", "C", "C", "N", "C", "C", "C", "C", "C", "C", "C", "C", "C", "Pd", "P", "H", "H", "H", "H", "H", "H", "H", "H", "C", "C", "H", "H", "H", "H", "H", "C", "C", "H", "H", "H", "H", "H", "C", "C", "H", "H", "H", "H", "H", "Br", "P", "C", "C", "H", "H", "H", "H", "H", "C", "C", "H", "H", "H", "H", "H", "C", "C", "H", "H", "H", "H", "H", "C", "C", "O", "P", "O", "C", "C", "O", "C", "C", "H", "H", "H", "H", "H", "H", "H", "H", "H", "H", "H", "H", "H", "H", "H"],
  "positions_angstrom": [[6.394, -4.819, -2.198], [5.858, -3.590, -2.607], [6.529, -2.882, -3.615], [7.697, -3.425, -4.168], [8.184, -4.595, -3.760], [7.567, -5.288, -2.806], [4.641, -3.066, -2.005], [3.616, -2.627, -1.505], [2.414, -2.099, -0.936], [1.305, -2.937, -0.724], [0.118, -2.410, -0.195], [0.063, -1.051, 0.088], [1.179, -0.218, -0.030], [2.350, -0.746, -0.584], [-1.536, -0.061, 0.896], [-2.766, -0.561, -0.937], [6.157, -1.922, -3.972], [5.913, -5.412, -1.421], [8.235, -2.892, -4.951], [8.000, -6.241, -2.504], [3.220, -0.104, -0.724], [1.390, -3.997, -0.968], [1.119, 0.797, 0.317], [-0.727, -3.061, 0.029], [-4.336, 0.396, -0.905], [-5.118, 0.697, -2.186], [-4.047, 1.332, -0.409], [-4.967, -0.127, -0.173], [-6.101, 1.105, -1.908], [-4.636, 1.450, -2.821], [-5.309, -0.180, -2.814], [-1.872, 0.005, -2.431], [-1.683, -0.982, -3.583], [-0.891, 0.298, -2.034], [-2.351, 0.928, -2.789], [-1.064, -0.520, -4.363], [-1.172, -1.899, -3.273], [-2.629, -1.270, -4.056], [-3.225, -2.314, -1.193], [-4.435, -2.618, -2.086], [-3.399, -2.703, -0.181], [-2.340, -2.834, -1.580], [-4.547, -3.704, -2.207], [-5.373, -2.244, -1.662], [-4.337, -2.194, -3.092], [-3.355, 0.934, 2.308], [0.342, 4.725, -1.843], [-0.902, 3.666, -2.721], [-1.974, 4.485, -3.440], [-1.356, 2.987, -1.986], [-0.344, 3.046, -3.436], [-2.473, 3.869, -4.197], [-2.738, 4.842, -2.742], [-1.541, 5.357, -3.943], [-0.157, 4.438, -0.081], [0.257, 5.613, 0.808], [0.267, 3.494, 0.290], [-1.248, 4.325, -0.092], [-0.363, 5.633, 1.709], [1.305, 5.538, 1.118], [0.124, 6.562, 0.280], [1.803, 3.587, -1.908], [2.781, 3.965, -3.020], [1.442, 2.557, -2.030], [2.287, 3.656, -0.925], [3.765, 3.535, -2.805], [2.453, 3.585, -3.992], [2.892, 5.052, -3.101], [-1.459, 2.287, 5.713], [-0.130, 1.658, 5.326], [-0.432, 0.290, 4.833], [-0.792, -0.322, 3.365], [-1.721, -1.549, 3.844], [-2.825, -1.191, 4.742], [-2.655, -1.941, 6.034], [0.605, -0.950, 2.917], [1.180, -2.268, 3.208], [1.980, -2.169, 4.484], [-2.105, 2.322, 4.826], [-1.328, 3.314, 6.078], [-1.938, 1.728, 6.527], [0.399, 2.205, 4.535], [0.531, 1.534, 6.192], [-2.827, -0.114, 4.967], [-3.747, -1.421, 4.207], [-1.707, -1.656, 6.498], [-3.460, -1.677, 6.720], [-2.661, -3.021, 5.876], [0.395, -3.030, 3.229], [1.800, -2.424, 2.321], [1.368, -1.757, 5.297], [2.315, -3.177, 4.732], [2.859, -1.538, 4.304]],
  "forces_ev_per_angstrom": [[0.153, -0.168, -0.030], [0.034, -0.029, -0.001], [0.196, 0.012, -0.137], [-0.839, -0.125, 0.742], [0.530, -0.218, -0.265], [-0.761, 0.811, 0.054], [-1.006, 0.428, 0.472], [1.663, -0.697, -0.838], [-0.169, -0.212, -0.081], [-0.041, 0.164, 0.195], [0.403, 0.128, -0.154], [-0.671, 0.511, 0.303], [-0.108, -1.140, -0.700], [-0.280, 0.442, 0.358], [0.068, -0.330, 0.509], [-0.188, -0.227, -1.004], [0.034, -0.253, 0.140], [0.069, 0.207, -0.190], [-0.050, -0.189, 0.163], [-0.023, 0.220, -0.131], [-0.130, -0.260, 0.059], [-0.055, 0.334, 0.091], [0.152, 0.417, -0.016], [0.187, 0.113, -0.206], [0.085, 0.161, 0.517], [-0.153, -0.072, -0.341], [-0.211, -0.083, -0.113], [0.063, 0.078, -0.102], [0.294, -0.084, -0.041], [0.034, -0.149, 0.202], [0.096, 0.157, 0.232], [0.471, 0.299, -0.095], [0.012, -0.108, -0.312], [-0.096, -0.054, -0.280], [-0.061, -0.216, 0.068], [-0.136, -0.102, 0.183], [-0.065, 0.214, 0.036], [0.170, 0.111, 0.140], [0.078, -0.275, 0.265], [-0.211, 0.007, -0.194], [0.017, -0.049, -0.166], [-0.116, 0.173, 0.153], [0.111, 0.296, 0.120], [0.200, -0.037, -0.001], [0.042, -0.109, 0.245], [0.380, 0.321, 0.127], [-0.408, -4.379, 1.440], [-0.183, 0.773, -1.066], [-0.403, 0.000, -0.186], [0.364, 0.290, 0.174], [0.005, 0.291, 0.108], [0.065, 0.189, 0.174], [0.140, -0.002, -0.124], [-0.156, -0.234, -0.018], [-0.497, 1.314, 0.148], [0.016, 0.097, 0.379], [0.093, 0.111, -0.557], [0.149, 0.139, -0.010], [0.186, 0.053, -0.118], [-0.173, 0.045, -0.099], [-0.034, -0.056, 0.255], [0.949, 1.142, -0.167], [0.350, -0.137, -0.230], [-0.372, 0.299, 0.070], [-0.069, 0.109, -0.199], [-0.168, 0.097, -0.149], [0.035, 0.094, 0.138], [0.133, -0.232, 0.030], [0.159, 0.282, -0.010], [-0.638, -0.315, -0.349], [-0.161, 0.524, -1.049], [1.266, -1.547, 2.127], [0.620, 1.175, -0.548], [-0.369, 0.095, 0.266], [0.180, -0.213, 0.100], [-1.473, 0.593, -0.054], [0.084, 0.167, -0.268], [0.020, -0.021, -0.276], [-0.016, -0.007, 0.322], [0.104, -0.204, -0.136], [0.102, 0.031, -0.353], [-0.130, -0.102, 0.244], [-0.123, -0.194, -0.375], [0.097, -0.321, -0.310], [0.136, -0.113, 0.087], [-0.096, -0.068, -0.009], [-0.029, -0.041, -0.043], [-0.025, 0.079, 0.027], [-0.008, 0.278, 0.096], [0.010, -0.242, 0.240], [0.246, -0.220, -0.171], [0.073, 0.072, 0.216], [-0.221, -0.106, 0.252]],
  "mulliken_charge": [-0.424, 0.481, -0.412, -0.341, -0.565, -0.347, 0.137, -1.075, 1.226, -0.667, -0.331, -0.304, 0.031, -0.847, -1.286, 0.993, 0.392, 0.402, 0.365, 0.374, 0.498, 0.487, 0.715, 0.717, -0.488, -1.191, 0.386, 0.477, 0.376, 0.270, 0.263, 0.289, -1.574, 0.014, 0.223, 0.425, 0.287, 0.325, -0.595, -1.329, 0.549, 0.321, 0.426, 0.342, 0.196, -0.389, 0.356, 0.156, -1.344, -0.250, 0.526, 0.370, 0.355, 0.422, -0.005, -1.314, -0.034, 0.464, 0.380, 0.350, 0.390, -0.161, -1.266, 0.070, 0.485, 0.387, 0.330, 0.367, -0.977, -0.210, -0.333, 0.987, -0.287, -0.094, -1.306, 0.064, -0.029, -1.133, 0.205, 0.423, 0.270, 0.298, 0.289, 0.119, 0.429, 0.262, 0.404, 0.357, 0.346, 0.142, 0.220, 0.399, 0.304]
}

# 2
{
  "formula": "C31H53CaN4SbSi2",
  "method": "ωB97M-V with the def2-TZVPD basis set",
  "energy_ev": -79700.7417,
  "homo_ev": -6.5,
  "relative_energy_ev": 0.0000,
  "molar_mass_da": 699.8,
  "lumo_ev": 0.1,
  "symbols": ["Ca", "N", "C", "C", "N", "C", "C", "N", "C", "C", "N", "H", "H", "H", "H", "H", "H", "H", "H", "H", "H", "H", "H", "H", "H", "H", "H", "H", "H", "C", "Sb", "C", "C", "H", "H", "H", "H", "H", "H", "H", "H", "H", "C", "Si", "C", "C", "C", "H", "H", "H", "H", "H", "H", "H", "H", "H", "H", "H", "C", "C", "C", "C", "C", "C", "Si", "C", "C", "C", "C", "C", "C", "C", "C", "C", "C", "C", "C", "H", "H", "H", "H", "H", "H", "H", "H", "H", "H", "H", "H", "H", "H", "H"],
  "positions_angstrom": [[-0.285, -1.268, 0.293], [0.218, -3.785, 0.870], [-1.124, -4.196, 1.281], [-1.433, -3.628, 2.657], [-1.312, -2.163, 2.697], [-2.614, -1.499, 2.812], [-3.497, -1.719, 1.595], [-2.854, -1.151, 0.404], [-0.406, -1.686, 3.753], [0.334, -0.434, 3.346], [1.258, -0.710, 2.236], [0.367, -3.976, -0.118], [0.932, -4.267, 1.404], [-1.276, -5.281, 1.291], [-1.816, -3.794, 0.536], [-0.727, -4.060, 3.372], [-2.426, -3.952, 2.987], [-2.433, -0.425, 2.916], [-3.145, -1.822, 3.721], [-4.488, -1.299, 1.790], [-3.640, -2.788, 1.426], [-2.914, -0.133, 0.418], [-3.314, -1.452, -0.449], [0.316, -2.473, 3.983], [-0.962, -1.496, 4.680], [0.843, 0.004, 4.209], [-0.382, 0.316, 3.000], [1.856, -1.502, 2.453], [1.848, 0.103, 2.081], [4.627, -1.983, -2.310], [3.436, -1.579, -0.583], [4.195, 0.400, -0.262], [4.784, -2.464, 0.838], [5.639, -1.617, -2.140], [4.198, -1.478, -3.175], [4.655, -3.052, -2.513], [5.280, 0.383, -0.375], [3.951, 0.741, 0.744], [3.764, 1.103, -0.975], [5.808, -2.196, 0.577], [4.693, -3.549, 0.851], [4.569, -2.081, 1.837], [-2.063, -0.361, -3.105], [-0.953, -1.866, -3.387], [-2.009, -3.035, -4.431], [0.497, -1.278, -4.432], [-0.353, -2.618, -1.826], [-2.441, 0.048, -4.046], [-1.536, 0.445, -2.585], [-2.939, -0.630, -2.503], [-2.301, -2.577, -5.380], [-2.927, -3.307, -3.901], [-1.470, -3.960, -4.650], [0.162, -0.811, -5.362], [1.157, -2.111, -4.687], [1.087, -0.536, -3.891], [0.680, -2.958, -1.998], [-0.953, -3.523, -1.634], [-4.565, 4.193, 0.063], [-4.405, 2.993, -0.615], [-3.213, 2.289, -0.503], [-2.143, 2.751, 0.272], [-2.329, 3.970, 0.932], [-3.520, 4.679, 0.836], [-0.519, 1.731, 0.276], [0.554, 2.555, 1.638], [0.089, 2.813, 2.933], [0.933, 3.238, 3.951], [2.290, 3.409, 3.708], [2.781, 3.169, 2.431], [1.923, 2.760, 1.417], [0.333, 2.373, -1.321], [0.185, 3.685, -1.786], [0.841, 4.135, -2.922], [1.676, 3.281, -3.633], [1.838, 1.974, -3.202], [1.165, 1.535, -2.066], [-5.492, 4.747, -0.017], [-5.203, 2.608, -1.239], [-3.102, 1.370, -1.072], [-1.524, 4.387, 1.525], [-3.628, 5.622, 1.360], [-0.964, 2.674, 3.162], [0.531, 3.438, 4.937], [2.952, 3.739, 4.498], [3.834, 3.315, 2.218], [2.327, 2.608, 0.422], [-0.462, 4.369, -1.248], [0.703, 5.156, -3.256], [2.188, 3.631, -4.520], [2.474, 1.294, -3.756], [1.292, 0.495, -1.765]],
  "forces_ev_per_angstrom": [[-0.069, -0.530, 0.000], [0.135, -0.088, 0.130], [-0.045, 0.018, -0.118], [0.065, -0.055, 0.087], [0.021, 0.016, 0.011], [-0.016, 0.074, -0.029], [0.065, -0.012, -0.116], [-0.067, 0.012, 0.038], [-0.039, -0.063, 0.048], [-0.001, 0.131, 0.036], [-0.026, -0.067, 0.005], [-0.012, 0.050, 0.060], [-0.019, -0.024, 0.021], [0.059, -0.012, 0.039], [-0.026, 0.030, 0.023], [-0.030, -0.009, -0.022], [-0.043, 0.009, -0.034], [-0.023, -0.001, -0.006], [0.009, -0.055, -0.019], [0.009, 0.053, 0.030], [-0.024, -0.005, 0.013], [-0.013, -0.064, 0.032], [0.042, -0.025, 0.048], [0.012, 0.008, -0.061], [0.013, 0.008, 0.039], [-0.011, -0.061, 0.051], [0.077, -0.018, -0.011], [0.076, 0.097, 0.105], [-0.027, 0.020, -0.060], [0.022, -0.001, -0.047], [-0.214, 0.123, 0.122], [0.118, 0.029, -0.025], [0.069, -0.017, -0.007], [0.005, -0.010, -0.020], [0.004, 0.002, 0.000], [-0.012, -0.002, 0.011], [-0.002, 0.024, -0.002], [-0.013, -0.021, 0.003], [0.005, -0.046, 0.003], [0.008, -0.012, 0.022], [-0.009, 0.002, -0.010], [-0.006, -0.005, -0.002], [-0.070, 0.035, 0.051], [0.015, -0.050, 0.057], [0.014, 0.003, -0.085], [0.033, 0.000, -0.069], [-0.082, 0.090, -0.203], [0.016, 0.003, -0.008], [0.025, -0.022, -0.012], [0.009, 0.002, -0.039], [-0.011, -0.018, 0.001], [0.008, -0.003, 0.019], [0.003, 0.005, -0.014], [0.021, 0.007, -0.006], [-0.021, -0.012, -0.015], [-0.027, -0.045, -0.009], [-0.002, -0.045, -0.020], [-0.049, 0.014, 0.014], [0.000, -0.012, -0.004], [0.017, 0.004, 0.014], [-0.015, -0.008, -0.021], [-0.037, 0.046, 0.020], [-0.006, -0.013, 0.012], [-0.001, -0.002, 0.003], [0.031, 0.352, -0.105], [0.074, 0.015, -0.039], [-0.001, 0.006, 0.028], [-0.005, 0.003, -0.009], [-0.007, 0.001, -0.012], [-0.009, -0.002, 0.008], [0.016, 0.028, 0.007], [0.054, 0.013, -0.040], [-0.028, 0.005, 0.047], [0.012, 0.007, -0.007], [0.009, -0.005, 0.009], [-0.018, 0.070, 0.029], [0.032, -0.022, 0.017], [0.001, 0.000, 0.002], [-0.005, 0.005, 0.002], [0.004, 0.017, -0.018], [0.014, -0.005, 0.003], [-0.003, 0.001, -0.002], [-0.014, 0.007, -0.021], [0.002, 0.000, 0.003], [0.001, -0.003, 0.002], [-0.001, 0.007, 0.004], [-0.012, -0.009, 0.008], [-0.003, -0.006, 0.001], [-0.003, -0.001, -0.003], [0.001, -0.001, -0.001], [0.005, 0.005, -0.004], [-0.048, 0.032, 0.020]],
  "mulliken_charge": [1.466, -0.373, -0.331, -1.387, 1.070, -0.976, -1.128, -0.376, -1.428, 0.483, -0.379, 0.235, 0.184, 0.517, 0.130, 0.529, 0.327, 0.449, 0.356, 0.596, 0.388, -0.174, 0.143, 0.512, 0.311, 0.526, -0.734, 0.172, -0.086, -1.327, 0.491, -1.325, -1.398, 0.390, 0.363, 0.384, 0.577, 0.327, 0.273, 0.387, 0.401, 0.393, -0.664, 0.042, -1.187, -0.610, -1.339, 0.484, -0.178, 0.177, 0.289, 0.271, 0.306, 0.291, 0.332, -0.191, 0.277, 0.259, -0.538, -0.827, 0.181, 0.354, -0.028, -0.790, 1.537, 0.466, 0.040, -0.714, -0.669, -0.614, -0.705, -0.790, -0.423, -0.688, -0.785, -0.514, 0.689, 0.364, 0.429, -0.281, 0.443, 0.404, 0.361, 0.403, 0.384, 0.455, 0.472, 0.386, 0.383, 0.359, 0.450, 0.286]
}